{
  "formula": "C37H48IrN3O2PSi",
  "method": "wB97M-V/def2-TZVPD",
  "symbols": ["Ir", "O", "C", "O", "C", "C", "C", "C", "C", "C", "N", "C", "C", "C", "C", "C", "C", "N", "H", "H", "H", "H", "H", "H", "H", "H", "H", "H", "C", "C", "C", "C", "P", "N", "C", "C", "C", "C", "C", "C", "C", "C", "H", "H", "H", "H", "H", "H", "H", "H", "H", "H", "H", "H", "H", "H", "H", "H", "H", "H", "H", "H", "H", "H", "H", "H", "H", "H", "H", "C", "C", "C", "C", "C", "C", "Si", "C", "C", "C", "C", "C", "C", "H", "H", "H", "H", "H", "H", "H", "H", "H", "H", "H"],
  "coordinates": [[-0.2037, 0.2546, 0.9093], [3.6879, -6.0933, 2.2260], [3.4728, -5.2853, 3.2742], [3.9438, -5.5283, 4.3441], [2.6227, -4.0523, 3.0631], [2.3127, -3.3226, 4.2086], [1.5482, -2.1771, 4.1333], [1.0852, -1.7375, 2.8934], [1.4002, -2.4484, 1.7438], [2.1615, -3.6050, 1.8346], [0.2644, -0.5616, 2.7610], [-0.1287, 0.1077, 3.7865], [-1.0882, 1.1595, 3.5393], [-1.6962, 1.9289, 4.5109], [-2.6753, 2.8348, 4.1184], [-3.0068, 2.9356, 2.7793], [-2.3484, 2.1434, 1.8525], [-1.4003, 1.2780, 2.2262], [3.1978, -5.8213, 1.4430], [2.6858, -3.6781, 5.1589], [1.3372, -1.6525, 5.0531], [1.0513, -2.1150, 0.7768], [2.3874, -4.1291, 0.9141], [0.1655, -0.1308, 4.7997], [-1.4222, 1.8135, 5.5501], [-3.1767, 3.4462, 4.8560], [-3.7697, 3.6206, 2.4385], [-2.5654, 2.1884, 0.7937], [4.1361, 2.5811, -1.9040], [3.0460, 2.1435, -0.9151], [3.6547, 1.1522, 0.0942], [2.5877, 3.3645, -0.1004], [1.5650, 1.3901, -1.7748], [0.7337, 0.6229, -0.5513], [2.0412, 0.0497, -2.9701], [2.5419, 0.6295, -4.3012], [3.1560, -0.8074, -2.3503], [0.8526, -0.8927, -3.2248], [0.4199, 2.6800, -2.4924], [1.1943, 3.7185, -3.3181], [-0.3727, 3.3916, -1.3838], [-0.6234, 2.0023, -3.3921], [4.9034, 3.1119, -1.3377], [3.7715, 3.2612, -2.6716], [4.6207, 1.7354, -2.3885], [4.3855, 1.7068, 0.6842], [4.1778, 0.3238, -0.3708], [2.9110, 0.7519, 0.7843], [3.4379, 3.6924, 0.4984], [1.7748, 3.1210, 0.5865], [2.2885, 4.2048, -0.7209], [3.3712, 1.3246, -4.1808], [1.7542, 1.1190, -4.8690], [2.9036, -0.2048, -4.9052], [4.1085, -0.2869, -2.2894], [3.3010, -1.6686, -3.0034], [2.8878, -1.1826, -1.3612], [0.0630, -0.4451, -3.8173], [0.4266, -1.2690, -2.2944], [1.2342, -1.7475, -3.7852], [1.8340, 4.3530, -2.7087], [0.4584, 4.3662, -3.7978], [1.7958, 3.2726, -4.1083], [0.2310, 4.0437, -0.7622], [-0.9032, 2.6763, -0.7556], [-1.1228, 4.0103, -1.8789], [-0.2022, 1.6104, -4.3137], [-1.3578, 2.7600, -3.6695], [-1.1584, 1.2121, -2.8679], [-4.0792, -3.9167, 3.1280], [-3.9676, -4.2619, 1.7884], [-3.2361, -3.4602, 0.9276], [-2.5999, -2.2983, 1.3846], [-2.7319, -1.9676, 2.7308], [-3.4637, -2.7661, 3.5974], [-1.7381, -1.3762, 0.0122], [-2.9888, -0.5797, -1.1041], [-2.9508, -0.7803, -2.4848], [-3.9418, -0.2657, -3.3091], [-4.9895, 0.4581, -2.7594], [-5.0567, 0.6523, -1.3839], [-4.0689, 0.1299, -0.5665], [-4.6487, -4.5416, 3.8024], [-4.4495, -5.1551, 1.4147], [-3.1642, -3.7504, -0.1163], [-2.2807, -1.0649, 3.1207], [-3.5581, -2.4904, 4.6396], [-0.8798, -2.2862, -0.7793], [-2.1478, -1.3642, -2.9243], [-3.9058, -0.4423, -4.3760], [-5.7689, 0.8514, -3.3983], [-5.8943, 1.1859, -0.9547], [-4.1612, 0.2380, 0.5106]],
  "mulliken_spin": [0.480, 0.000, 0.000, -0.001, -0.005, 0.003, -0.002, 0.018, -0.003, 0.004, -0.055, 0.038, 0.071, 0.009, 0.028, -0.008, 0.057, -0.076, 0.000, 0.000, -0.002, -0.009, 0.000, -0.003, 0.001, 0.000, 0.000, 0.007, 0.000, 0.023, 0.009, 0.001, 0.000, 0.390, 0.018, 0.001, 0.002, 0.017, 0.003, 0.003, -0.006, 0.004, 0.002, 0.000, 0.000, 0.001, 0.001, -0.003, 0.000, -0.002, 0.001, 0.000, 0.001, 0.001, 0.000, 0.000, -0.001, 0.001, -0.015, -0.001, 0.000, -0.001, -0.001, 0.001, 0.006, 0.001, 0.001, 0.000, -0.003, -0.001, 0.001, 0.009, 0.022, 0.009, -0.001, 0.004, 0.012, -0.005, 0.000, -0.001, 0.001, -0.003, 0.000, 0.000, 0.001, -0.051, 0.000, -0.007, -0.001, 0.000, 0.000, 0.000, 0.000],
  "spin_multiplicity": 2,
  "total_charge": 2,
  "homo_energy_ev": [-13.903, -13.883],
  "homo_lumo_gap_ev": [6.79, 5.92],
  "de_lowest_kcal_mol": 0.00,
  "s_squared": 0.766
}

{
  "formula": "C2H5NO",
  "method": "wB97M-V/def2-TZVPD",
  "symbols": ["C", "C", "N", "O", "H", "H", "H", "H", "H"],
  "coordinates": [[0.2896, -1.2995, 0.0846], [0.2761, 1.0966, -0.0335], [-0.2587, -0.1870, -0.0967], [-2.5038, 0.1400, 0.0154], [-0.1889, -2.2507, 0.0183], [1.3249, -1.5112, 0.2147], [1.2815, 1.1968, 0.3768], [0.2787, 1.2597, -1.0704], [-0.4994, 1.5552, 0.4907]],
  "nbo_charge": [-0.036, -0.445, -0.279, -0.206, 0.179, 0.146, 0.180, 0.223, 0.239],
  "homo_energy_ev": [-9.850, -9.879],
  "homo_lumo_gap_ev": [8.87, 8.84],
  "de_lowest_kcal_mol": 166.53
}

{
  "formula": "C18H43CdN16O9",
  "method": "wB97M-V/def2-TZVPD",
  "symbols": ["Cd", "N", "O", "O", "O", "C", "O", "N", "N", "H", "H", "H", "H", "C", "O", "N", "N", "H", "H", "H", "H", "C", "O", "N", "N", "H", "H", "H", "H", "C", "O", "N", "N", "H", "H", "H", "H", "C", "O", "N", "N", "H", "H", "H", "H", "C", "O", "N", "N", "H", "H", "H", "H", "C", "C", "C", "C", "N", "H", "H", "H", "H", "H", "H", "H", "C", "C", "C", "C", "N", "H", "H", "H", "H", "H", "H", "H", "N", "C", "C", "C", "C", "H", "H", "H", "H", "H"],
  "coordinates": [[24.7381, -17.2007, 8.9303], [23.4356, -20.0107, 7.8908], [24.2809, -19.0861, 8.0438], [23.8449, -21.1560, 7.8673], [22.2176, -19.7610, 7.8279], [19.8203, -18.8759, 10.7610], [20.5580, -19.6650, 11.3680], [18.6533, -18.4300, 11.3166], [19.9968, -18.5906, 9.4309], [17.9497, -18.0281, 10.7304], [18.6196, -18.5765, 12.3085], [20.7717, -19.0149, 8.9416], [19.4196, -17.8756, 9.0285], [20.5780, -23.3845, 8.7045], [19.9831, -24.3809, 9.0845], [21.1036, -22.4620, 9.5586], [20.7941, -23.1377, 7.3714], [21.4732, -21.5945, 9.2181], [21.0100, -22.5708, 10.5502], [21.2517, -22.3062, 7.0477], [20.2894, -23.7402, 6.7482], [24.2495, -18.7343, 11.6187], [23.9929, -17.8822, 10.7070], [23.2334, -19.4090, 12.1514], [25.4817, -18.9239, 12.1165], [22.3572, -19.1618, 11.6829], [23.3037, -20.0223, 12.9398], [25.6915, -19.5885, 12.8410], [26.2611, -18.3615, 11.8276], [25.3392, -22.8964, 11.2093], [26.2779, -22.1209, 11.3056], [24.3113, -22.7027, 10.2974], [25.2108, -24.0109, 11.9975], [24.5202, -22.1803, 9.4556], [23.6472, -23.4570, 10.2486], [24.5261, -24.7166, 11.8075], [25.9662, -24.1778, 12.6352], [22.1827, -15.8530, 7.2600], [23.0957, -16.3057, 7.9877], [22.2044, -14.5777, 6.7891], [21.1491, -16.6460, 6.9212], [23.1053, -14.1292, 6.7794], [21.5975, -14.3991, 6.0053], [21.2273, -17.5959, 7.2627], [20.2960, -16.3091, 6.5086], [27.6400, -21.5018, 7.1853], [27.6194, -21.9382, 8.3217], [28.6784, -21.7578, 6.3238], [26.5870, -20.8077, 6.6283], [28.7817, -21.2164, 5.4858], [29.4903, -22.1879, 6.7270], [26.5464, -20.6194, 5.6440], [25.7256, -20.7307, 7.1554], [23.9948, -19.3077, 4.5125], [23.1115, -18.5946, 3.5065], [23.9162, -18.0015, 2.3389], [24.6818, -16.8242, 2.7452], [25.2828, -15.9162, 3.1096], [24.4384, -20.1952, 4.0463], [23.4470, -19.5927, 5.4063], [24.8846, -18.7288, 4.7762], [22.6817, -17.7341, 4.0315], [22.3158, -19.2057, 3.0900], [23.2655, -17.6688, 1.5286], [24.5997, -18.7666, 1.9631], [24.0364, -24.8939, 3.4287], [24.1465, -23.8644, 4.5557], [25.3325, -24.1516, 5.4812], [26.6315, -24.0910, 4.8155], [27.6351, -24.0094, 4.2666], [23.5466, -24.5274, 2.5304], [23.5692, -25.7970, 3.8162], [25.0542, -25.1577, 3.1260], [23.2942, -23.9495, 5.2278], [24.2317, -22.8309, 4.2165], [25.2388, -25.1206, 5.9781], [25.3837, -23.4375, 6.3093], [17.6558, -18.4534, 4.8751], [16.6246, -18.3531, 5.7698], [17.1322, -18.4231, 7.0329], [18.5464, -18.5352, 6.9125], [18.8307, -18.5023, 5.5768], [17.6083, -18.2950, 3.8859], [15.6249, -18.1466, 5.4264], [16.5614, -18.3568, 7.9432], [19.2544, -18.5281, 7.7217], [19.7895, -18.6237, 5.1138]],
  "lowdin_charge": [1.505, -0.536, -0.181, 0.024, -0.025, -0.606, -0.012, 0.175, 0.145, 0.099, 0.114, 0.058, 0.071, -0.682, 0.023, 0.165, 0.155, 0.050, 0.103, 0.069, 0.101, -0.602, -0.170, 0.224, 0.207, 0.078, 0.133, 0.122, 0.114, -0.667, 0.006, 0.154, 0.151, 0.058, 0.078, 0.093, 0.103, -0.598, -0.137, 0.194, 0.215, 0.120, 0.118, 0.075, 0.114, -0.681, 0.033, 0.151, 0.154, 0.090, 0.106, 0.078, 0.040, -0.104, -0.253, -0.184, -0.242, 0.141, 0.073, 0.051, 0.076, 0.097, 0.111, 0.121, 0.126, -0.090, -0.250, -0.194, -0.249, 0.149, 0.072, 0.079, 0.068, 0.095, 0.093, 0.128, 0.099, 0.026, -0.122, -0.087, -0.122, -0.153, 0.150, 0.117, 0.094, 0.021, 0.098],
  "total_charge": 1,
  "homo_energy_ev": -11.073,
  "homo_lumo_gap_ev": 5.61
}

{
  "formula": "C23H18CrI2N3O2",
  "method": "wB97M-V/def2-TZVPD",
  "symbols": ["Cr", "I", "C", "C", "C", "I", "C", "O", "C", "C", "N", "C", "C", "C", "C", "C", "C", "N", "C", "H", "H", "H", "H", "H", "H", "H", "H", "H", "H", "H", "C", "O", "H", "H", "H", "N", "C", "C", "C", "C", "C", "C", "C", "C", "C", "H", "H", "H", "H"],
  "coordinates": [[0.9535, -1.0791, -1.0421], [-3.3803, -4.9905, 4.0164], [-2.4330, -4.0798, 2.3578], [-2.4132, -4.7035, 1.1201], [-1.7553, -4.0881, 0.0827], [-1.6297, -4.9417, -1.8362], [-1.0863, -2.8533, 0.2109], [-0.4532, -2.3719, -0.8088], [-1.1469, -2.2438, 1.4906], [-0.4758, -0.9180, 1.6988], [0.8773, -0.9430, 1.1373], [1.6544, 0.2673, 1.4205], [2.9223, 0.1735, 0.6242], [4.1616, 0.4702, 1.1537], [5.2979, 0.3400, 0.3632], [5.1284, -0.1218, -0.9385], [3.8610, -0.4222, -1.3890], [2.7534, -0.2878, -0.6401], [-1.8122, -2.8569, 2.5369], [-2.8820, -5.6610, 0.9681], [-0.4515, -0.6814, 2.7717], [-1.0367, -0.1426, 1.1633], [1.3657, -1.7336, 1.5699], [1.8642, 0.3948, 2.4913], [1.0636, 1.1170, 1.0582], [4.2358, 0.8025, 2.1788], [6.2729, 0.5956, 0.7445], [5.9731, -0.2414, -1.5959], [3.6913, -0.7902, -2.3900], [-1.8504, -2.3770, 3.5054], [0.9297, -1.6037, -4.0325], [1.4607, -1.4016, -2.7845], [1.6921, -1.4124, -4.8046], [0.0847, -0.9247, -4.2022], [0.5670, -2.6356, -4.1437], [-4.7456, 6.7715, 0.7349], [-4.0747, 5.9042, 0.3962], [-3.2436, 4.8281, 0.0182], [-3.2265, 4.3505, -1.2952], [-2.4197, 3.2853, -1.6332], [-1.6144, 2.6736, -0.6638], [-1.6299, 3.1660, 0.6496], [-2.4347, 4.2273, 0.9885], [-0.8052, 1.5480, -0.9459], [-0.0852, 0.5703, -1.0201], [-3.8536, 4.8191, -2.0402], [-2.4088, 2.9087, -2.6453], [-1.0064, 2.6940, 1.3986], [-2.4540, 4.5995, 2.0013]],
  "nbo_charge": [1.284, 0.117, -0.169, -0.264, -0.207, 0.143, 0.397, -0.759, -0.150, -0.229, -0.597, -0.272, 0.241, -0.247, -0.119, -0.253, 0.090, -0.471, -0.219, 0.239, 0.191, 0.237, 0.390, 0.202, 0.258, 0.230, 0.230, 0.235, 0.248, 0.218, -0.216, -0.782, 0.157, 0.163, 0.165, -0.304, 0.276, -0.196, -0.153, -0.203, -0.017, -0.221, -0.143, -0.052, -0.364, 0.229, 0.227, 0.212, 0.226],
  "spin_multiplicity": 4,
  "homo_energy_ev": [-7.693, -7.820],
  "homo_lumo_gap_ev": [7.05, 6.90],
  "s_squared": 3.785
}